Computed, not measured: a structure of composition C9H21F3IO4P2PdS, with ωB97M-V with the def2-TZVPD basis set.

```
! RIJCOSX wB97M-V def2-TZVPD def2/J DEFGRID3
* xyz 3 5
C 2.151 -1.167 1.177
I -1.767 -1.021 -1.309
H 2.584 -2.044 0.676
H 2.064 -1.322 2.257
H 2.703 -0.252 0.937
Pd 0.259 -0.961 0.424
P -0.779 -2.349 1.848
C -1.625 -1.341 3.101
C -2.098 -3.424 1.186
H -2.323 -4.228 1.899
H -0.352 -4.166 3.344
H -1.764 -3.853 0.237
H 0.860 -4.098 2.026
H -2.228 -0.573 2.599
H -2.993 -2.822 1.004
C 0.290 -3.504 2.750
H -2.266 -1.995 3.700
H 0.980 -2.957 3.401
H -0.883 -0.855 3.744
P 1.538 1.342 -1.896
C 1.928 3.058 -2.302
C 3.005 0.323 -1.794
H 0.485 -0.356 -3.233
H 1.241 0.939 -4.228
H -0.333 1.230 -3.400
C 0.636 0.723 -3.337
H 2.715 -0.732 -1.730
H 3.595 0.466 -2.708
H 2.689 3.125 -3.095
H 2.262 3.591 -1.406
H 3.606 0.607 -0.922
H 0.983 3.498 -2.638
C 0.238 0.784 1.413
O 0.415 1.673 2.119
F -4.321 2.692 -1.292
C -3.084 3.187 -1.440
F -2.574 2.777 -2.619
F -3.115 4.525 -1.417
S -1.880 2.490 0.058
O -0.933 3.581 0.242
O -2.675 2.056 1.200
O 0.769 1.354 -0.574
*
```

Properties
frontier orbital gap (spin up / spin down): 6.82 / 3.87 eV
highest occupied orbital energy (spin up / spin down): -19.31 / -20.43 eV
calculated total energy: -2461.2538 a.u.

***

Computed, not measured: a cluster of 7 separate species, C28H77N7O7 in total, with ωB97M-V with the def2-TZVPD basis set.

```
! RIJCOSX wB97M-V def2-TZVPD def2/J DEFGRID3
* xyz 0 1
C -1.549 -2.238 6.952
O -2.642 -3.058 6.630
C -2.858 -3.429 5.243
C -2.541 -2.391 4.100
C -3.559 -1.261 4.147
N -2.697 -3.073 2.776
H -1.255 -2.500 7.969
H -1.817 -1.208 6.719
H -0.654 -2.376 6.345
H -2.225 -4.316 5.224
H -3.852 -3.873 5.184
H -1.552 -1.980 4.307
H -3.470 -0.677 5.063
H -4.608 -1.558 4.171
H -3.421 -0.548 3.335
H -2.496 -2.386 2.063
H -1.928 -3.680 2.531
C 3.525 -3.528 -6.428
O 4.137 -2.568 -5.560
C 3.454 -2.705 -4.246
C 3.971 -1.635 -3.217
C 3.175 -1.653 -1.847
N 4.127 -0.281 -3.696
H 4.161 -3.571 -7.312
H 2.504 -3.197 -6.622
H 3.418 -4.527 -6.005
H 2.370 -2.614 -4.313
H 3.712 -3.673 -3.818
H 5.007 -1.921 -3.034
H 2.957 -2.696 -1.615
H 2.217 -1.135 -1.882
H 3.796 -1.237 -1.054
H 4.515 -0.378 -4.623
H 4.742 0.309 -3.152
C 2.152 8.404 2.102
O 0.948 7.806 2.643
C 0.668 6.466 2.305
C 0.132 6.310 0.822
C -1.190 7.067 0.474
N -0.104 4.950 0.444
H 2.028 8.508 1.025
H 3.105 7.955 2.383
H 2.248 9.361 2.616
H 1.389 5.716 2.631
H -0.233 6.251 2.879
H 0.927 6.729 0.205
H -0.873 7.986 -0.021
H -1.654 7.359 1.416
H -2.015 6.770 -0.173
H -0.133 4.928 -0.565
H -0.965 4.621 0.856
C 5.223 1.254 0.277
O 5.031 1.830 -0.999
C 4.957 3.240 -0.910
C 3.551 3.693 -0.478
C 2.434 3.070 -1.203
N 3.465 5.111 -0.489
H 6.201 1.470 0.707
H 5.113 0.176 0.155
H 4.544 1.657 1.028
H 5.668 3.685 -0.214
H 5.228 3.666 -1.876
H 3.375 3.483 0.577
H 2.771 3.426 -2.177
H 1.448 3.481 -0.990
H 2.462 1.980 -1.201
H 2.515 5.381 -0.276
H 3.522 5.329 -1.473
C 1.263 -5.633 -0.715
O 1.798 -5.535 -2.004
C 0.944 -6.329 -2.877
C 1.506 -7.798 -2.784
C 3.053 -7.755 -2.843
N 1.160 -8.640 -3.942
H 1.176 -6.627 -0.276
H 0.220 -5.318 -0.729
H 1.878 -5.019 -0.058
H -0.131 -6.346 -2.696
H 1.028 -5.823 -3.839
H 1.260 -8.349 -1.876
H 3.373 -7.349 -3.803
H 3.450 -8.766 -2.754
H 3.517 -7.174 -2.046
H 1.538 -9.566 -3.797
H 0.150 -8.681 -3.941
C -4.362 2.126 -0.237
O -5.546 2.774 0.143
C -6.729 2.208 -0.364
C -7.857 2.228 0.685
C -7.465 1.667 2.050
N -9.100 1.636 0.260
H -4.131 2.133 -1.302
H -4.422 1.101 0.128
H -3.452 2.527 0.210
H -7.094 2.752 -1.235
H -6.498 1.220 -0.762
H -8.121 3.263 0.903
H -7.170 0.621 1.960
H -8.280 1.794 2.761
H -6.539 2.184 2.301
H -8.861 0.673 0.073
H -9.397 2.051 -0.611
C 0.795 -2.443 0.613
O -0.477 -1.912 0.453
C -0.558 -0.745 -0.354
C -0.330 0.610 0.456
C -1.452 0.815 1.452
N -0.332 1.761 -0.393
H 0.843 -3.301 1.283
H 1.461 -1.644 0.939
H 1.055 -2.783 -0.389
H 0.027 -0.756 -1.273
H -1.602 -0.774 -0.666
H 0.652 0.536 0.922
H -1.481 1.812 1.892
H -1.213 0.148 2.280
H -2.406 0.524 1.013
H -0.058 2.584 0.125
H 0.311 1.761 -1.172
*
```

Properties
frontier orbital gap: 9.21 eV
SMILES string: COC[C@H](C)N.COC[C@H](C)N.COC[C@H](C)N.COC[C@H](C)N.COC[C@H](C)N.COC[C@H](C)N.COC[C@H](C)N
highest occupied orbital energy: -8.69 eV
calculated total energy: -2022.6995 a.u.

***

Computed, not measured: a structure of composition C24H36F12MnO18P2, with ωB97M-V with the def2-TZVPD basis set.

```
! RIJCOSX wB97M-V def2-TZVPD def2/J DEFGRID3
* xyz 0 6
Mn -2.080 -2.402 -2.830
P -0.976 0.749 -0.177
F -0.642 0.400 1.358
F -1.906 1.977 0.215
F 0.381 1.743 -0.336
F -1.388 1.140 -1.757
F -0.077 -0.531 -0.839
F -2.251 -0.349 -0.040
P 1.365 -3.158 -5.666
F -0.057 -2.372 -5.489
F 1.916 -1.722 -4.998
F 1.158 -3.800 -4.161
F 2.790 -3.843 -5.653
F 0.543 -4.438 -6.150
F 1.596 -2.441 -7.087
C -3.076 4.886 4.798
C -2.587 5.499 6.098
C -1.111 5.814 6.023
O -1.096 7.145 6.570
C -2.230 7.723 6.615
O -2.450 8.867 6.866
O -3.179 6.852 6.236
H -2.671 5.340 3.893
H -4.161 4.804 4.745
H -2.627 3.904 4.649
H -2.783 4.853 6.954
H -0.656 5.571 5.063
H -0.695 5.192 6.816
C 5.321 -0.314 -0.771
C 6.084 -1.595 -1.109
C 6.702 -1.616 -2.428
O 8.001 -1.916 -2.365
C 8.409 -1.718 -1.113
O 9.547 -1.672 -0.702
O 7.355 -1.392 -0.389
H 4.800 -0.499 0.168
H 4.588 0.046 -1.493
H 6.021 0.521 -0.796
H 5.646 -2.570 -0.897
H 6.594 -0.653 -2.927
H 6.170 -2.337 -3.048
C 4.330 2.283 5.115
C 5.472 3.363 4.918
C 6.175 3.400 3.577
O 5.921 4.549 3.090
C 5.284 5.325 4.024
O 4.971 6.529 3.884
O 4.803 4.641 5.009
H 4.583 1.274 5.442
H 3.662 2.026 4.293
H 3.607 2.575 5.876
H 6.116 3.378 5.797
H 5.789 2.624 2.916
H 7.195 3.026 3.657
C 1.707 -6.762 3.465
C 0.423 -7.161 2.869
C -0.801 -6.705 3.626
O -1.528 -5.999 2.666
C -0.781 -5.785 1.532
O -1.136 -5.171 0.531
O 0.312 -6.502 1.601
H 1.479 -5.832 3.987
H 2.444 -6.616 2.676
H 2.148 -7.492 4.143
H 0.460 -8.208 2.570
H -0.528 -6.039 4.444
H -1.194 -7.512 4.245
C -0.933 3.769 -7.724
C -0.348 5.203 -8.136
C 0.847 5.057 -9.164
O 0.531 5.854 -10.312
C -0.697 6.427 -10.054
O -1.317 7.170 -10.708
O -1.183 6.057 -8.936
H -0.815 2.959 -8.444
H -2.022 3.752 -7.679
H -0.363 3.391 -6.876
H -0.197 5.829 -7.256
H 0.978 4.028 -9.501
H 1.755 5.303 -8.615
C -11.177 -4.817 0.275
C -9.705 -4.744 0.781
C -8.891 -6.129 0.528
O -7.687 -5.673 -0.022
C -7.766 -4.327 -0.319
O -6.924 -3.732 -1.043
O -8.959 -3.796 0.073
H -11.240 -5.495 -0.577
H -11.600 -3.874 -0.069
H -11.777 -5.420 0.957
H -9.639 -4.495 1.840
H -9.470 -6.584 -0.276
H -8.600 -6.612 1.461
*
```

Properties
frontier orbital gap (spin up / spin down): 2.86 / 3.13 eV
highest occupied orbital energy (spin up / spin down): -10.50 / -10.50 eV
calculated total energy: -5322.6063 a.u.

***

Computed, not measured: a cluster of 11 separate species, C12H46N18O11 in total, with ωB97M-V with the def2-TZVPD basis set.

```
! RIJCOSX wB97M-V def2-TZVPD def2/J DEFGRID3
* xyz 0 1
N 0.442 -1.475 -2.975
C -0.671 -2.219 -3.260
N -0.708 -2.733 -4.531
O -1.611 -2.472 -2.478
H 1.039 -1.379 -3.775
H 0.620 -1.027 -2.064
H 0.051 -2.767 -5.183
H -1.514 -3.310 -4.699
N -1.192 1.317 -3.802
C -0.371 2.312 -3.376
N -0.892 3.570 -3.438
O 0.832 2.182 -3.111
H -0.838 0.379 -3.830
H -2.079 1.610 -4.161
H -0.344 4.382 -3.179
H -1.856 3.637 -3.706
N -1.675 -5.514 -0.577
C -0.987 -4.778 0.357
N -0.555 -3.559 -0.090
O -0.565 -5.248 1.424
H -1.633 -6.510 -0.475
H -2.341 -5.084 -1.193
H 0.222 -3.146 0.386
H -0.860 -3.152 -0.974
N -3.286 -2.105 0.353
C -4.218 -3.025 0.752
N -5.523 -2.652 0.571
O -3.940 -4.089 1.291
H -3.659 -1.482 -0.345
H -2.310 -2.322 0.279
H -5.771 -1.816 0.073
H -6.291 -3.241 0.821
N 3.386 1.164 -2.360
C 3.858 1.194 -1.083
N 5.157 0.852 -0.917
O 3.148 1.526 -0.109
H 3.804 0.490 -2.976
H 2.457 1.515 -2.579
H 5.472 0.741 0.029
H 5.746 0.606 -1.688
N 0.896 2.823 4.421
C 1.263 2.937 3.103
N 2.085 1.950 2.639
O 0.910 3.903 2.423
H 0.322 3.555 4.794
H 0.892 1.896 4.807
H 2.368 1.180 3.211
H 2.421 2.013 1.688
N -1.160 -2.974 3.673
C -2.401 -3.473 3.993
N -2.615 -4.709 3.448
O -3.249 -2.891 4.658
H -0.530 -3.421 3.029
H -1.080 -1.997 3.895
H -1.981 -5.122 2.773
H -3.531 -5.065 3.649
N 4.583 -2.649 2.096
C 3.738 -2.167 1.130
N 2.569 -1.623 1.606
O 3.994 -2.235 -0.063
H 4.187 -2.727 3.018
H 5.334 -3.283 1.905
H 1.864 -1.359 0.938
H 2.614 -1.448 2.591
N 1.247 6.014 0.235
C 1.105 5.272 -0.885
N 1.778 4.096 -0.857
O 0.431 5.671 -1.850
H 0.722 6.846 0.418
H 1.701 5.581 1.024
H 1.659 3.462 -1.632
H 2.212 3.732 -0.029
C -0.671 -0.024 1.140
C -0.376 0.698 -0.162
O 0.810 -0.025 -0.595
H -1.459 0.437 1.743
H 0.159 0.056 1.846
H -0.815 -1.060 0.864
H -0.193 1.771 -0.145
H -1.136 0.479 -0.915
H 1.602 0.541 -0.579
C -2.306 5.067 -0.093
O -2.273 5.554 -1.432
H -3.322 5.151 0.283
H -1.931 4.041 -0.020
H -1.648 5.695 0.515
H -1.336 5.457 -1.702
*
```

Properties
frontier orbital gap: 8.37 eV
SMILES string: NC(N)=O.NC(N)=O.NC(N)=O.NC(N)=O.NC(N)=O.NC(N)=O.NC(N)=O.NC(N)=O.NC(N)=O.CCO.CO
highest occupied orbital energy: -8.27 eV
calculated total energy: -2298.4674 a.u.

***

Computed, not measured: a structure of composition C27H20Br4N2O7STa, with ωB97M-V with the def2-TZVPD basis set.

```
! RIJCOSX wB97M-V def2-TZVPD def2/J DEFGRID3
* xyz 1 1
Ta -0.688 -0.827 0.794
Br -3.574 -2.459 6.810
C -3.118 -1.573 5.222
C -3.465 -0.232 5.032
Br -4.384 0.714 6.366
C -3.128 0.422 3.842
Br -3.521 2.224 3.502
C -2.467 -0.289 2.867
O -2.078 0.212 1.653
C -2.102 -1.616 3.064
O -1.403 -2.140 2.013
C -2.421 -2.273 4.231
Br -1.879 -4.059 4.406
C 2.794 5.916 1.813
C 2.543 4.436 1.864
C 3.578 3.545 2.130
C 3.346 2.181 2.204
C 2.055 1.715 1.997
C 0.995 2.581 1.738
C 1.252 3.935 1.673
S 1.773 -0.001 2.044
O 0.407 -0.225 2.610
O 2.861 -0.677 2.656
N 1.391 -0.495 0.554
C 2.225 -0.444 -0.588
C 3.606 -0.315 -0.508
C 4.319 -0.277 -1.692
C 3.642 -0.387 -2.898
C 2.266 -0.534 -2.860
N 1.559 -0.554 -1.731
H 3.858 6.138 1.789
H 2.366 6.403 2.692
H 2.325 6.359 0.935
H 4.580 3.922 2.293
H 4.141 1.485 2.435
H -0.017 2.211 1.623
H 0.435 4.621 1.488
H 4.100 -0.279 0.454
H 5.396 -0.177 -1.671
H 4.168 -0.370 -3.841
H 1.695 -0.639 -3.777
C -2.298 -5.547 -3.957
O -2.480 -4.262 -4.561
C -2.205 -3.174 -3.857
C -2.419 -1.944 -4.526
C -2.160 -0.782 -3.875
C -1.689 -0.762 -2.535
C -1.414 0.463 -1.892
C -1.490 1.782 -2.586
O -1.087 0.521 -0.658
C -1.474 -2.006 -1.889
O -0.998 -2.065 -0.647
C -1.730 -3.194 -2.551
H -2.593 -6.268 -4.710
H -2.931 -5.649 -3.076
H -1.252 -5.698 -3.689
H -2.789 -1.967 -5.541
H -2.331 0.156 -4.385
H -0.908 1.770 -3.506
H -1.117 2.559 -1.925
H -2.527 2.006 -2.843
H -1.543 -4.116 -2.021
*
```

Properties
frontier orbital gap: 6.92 eV
highest occupied orbital energy: -10.80 eV
calculated total energy: -12428.3075 a.u.

***

Computed, not measured: a cluster of 2 separate species, C7H16N2O2S in total, with ωB97M-V with the def2-TZVPD basis set.

```
! RIJCOSX wB97M-V def2-TZVPD def2/J DEFGRID3
* xyz 0 1
C 2.327 0.300 0.374
C -1.276 1.656 -0.979
C -1.056 -0.513 -2.269
C 1.610 0.450 2.662
C -3.397 -0.780 0.312
C 2.871 -0.373 -0.696
C -1.363 0.332 -1.062
N 2.423 -1.586 -1.328
N 1.370 -0.071 1.336
O 3.101 1.417 0.700
O -1.066 -1.974 0.240
S -1.517 -0.609 0.482
H 2.491 2.162 0.633
H -1.399 2.223 -1.829
H -1.338 2.111 0.064
H -1.034 0.118 -3.247
H -1.948 -1.241 -2.379
H -0.081 -0.934 -1.806
H 1.081 -0.102 3.492
H 2.593 0.450 3.029
H 1.377 1.510 2.862
H -3.876 -1.667 0.940
H -3.449 -1.222 -0.724
H -3.840 0.154 0.509
H 3.648 0.193 -1.107
H 3.189 -2.004 -1.746
H 1.849 -2.128 -0.683
H 1.296 -1.039 1.215
*
```

Properties
frontier orbital gap: 7.69 eV
highest occupied orbital energy: -7.04 eV
calculated total energy: -934.3385 a.u.

***

Computed, not measured: an isolated molecule of C16H32O, with ωB97M-V with the def2-TZVPD basis set.

```
! RIJCOSX wB97M-V def2-TZVPD def2/J DEFGRID3
* xyz 0 1
C -6.928 -1.843 1.019
C -6.544 -1.811 -0.456
C -5.433 -0.806 -0.764
C -4.093 -1.183 -0.133
C -2.926 -0.332 -0.635
C -3.015 1.128 -0.195
C -1.833 1.975 -0.670
C -0.518 1.635 0.029
C 0.604 2.577 -0.399
C 1.920 2.332 0.341
C 2.589 1.010 -0.031
C 3.948 0.853 0.647
C 4.629 -0.459 0.264
C 5.986 -0.613 0.948
C 6.677 -1.919 0.561
C 7.215 -1.920 -0.841
O 7.240 -0.987 -1.591
H -7.775 -2.509 1.174
H -6.102 -2.198 1.629
H -7.207 -0.849 1.361
H -6.227 -2.808 -0.769
H -7.426 -1.545 -1.044
H -5.743 0.180 -0.415
H -5.305 -0.750 -1.848
H -4.157 -1.088 0.953
H -3.883 -2.231 -0.363
H -1.999 -0.765 -0.255
H -2.889 -0.377 -1.727
H -3.075 1.173 0.895
H -3.932 1.565 -0.596
H -1.711 1.851 -1.748
H -2.063 3.028 -0.485
H -0.237 0.608 -0.203
H -0.657 1.710 1.111
H 0.771 2.475 -1.474
H 0.287 3.607 -0.213
H 1.737 2.355 1.418
H 2.609 3.147 0.107
H 2.721 0.966 -1.115
H 1.948 0.176 0.260
H 3.817 0.892 1.731
H 4.592 1.687 0.361
H 3.984 -1.296 0.544
H 4.768 -0.489 -0.817
H 5.853 -0.582 2.031
H 6.629 0.221 0.660
H 7.529 -2.114 1.219
H 5.996 -2.768 0.665
H 7.628 -2.905 -1.144
*
```

Properties
frontier orbital gap: 10.86 eV
SMILES string: CCCCCCCCCCCCCCCC=O
highest occupied orbital energy: -9.82 eV
calculated total energy: -704.0843 a.u.

***

Computed, not measured: a cluster of 3 separate species, C3H7IN2O2 in total, with ωB97M-V with the def2-TZVPD basis set.

```
! RIJCOSX wB97M-V def2-TZVPD def2/J DEFGRID3
* xyz 0 1
C 0.711 -0.227 0.459
C 1.597 0.466 1.346
C 1.264 0.292 2.699
N 0.993 0.351 -1.500
N -2.287 -3.095 0.457
O 2.091 0.373 -1.934
O 2.792 1.018 1.097
I -0.506 -0.673 -2.760
H -0.360 -0.195 0.723
H 0.402 -0.225 2.949
H 2.086 0.084 3.436
H -2.478 -2.915 1.416
H -2.759 -3.863 0.107
H -1.404 -2.862 0.069
H 2.812 0.978 0.114
*
```

Properties
frontier orbital gap (spin up / spin down): 7.01 / 7.18 eV
highest occupied orbital energy (spin up / spin down): -8.60 / -8.86 eV
calculated total energy: -675.9438 a.u.